Entry 1:
{
  "formula": "C15H30B2BeF8O5",
  "method": "ωB97M-V with the def2-TZVPD basis set",
  "charge": -1,
  "multiplicity": 2,
  "lumo_energy_ev": [2.42, 2.39],
  "e_tot_ev": -49784.2276,
  "max_force_ev_per_a": 3.54,
  "homo_lumo_gap_ev": [3.67, 8.58],
  "e_homo_ev": [-1.2509, -6.1901],
  "species": ["Be", "B", "F", "F", "F", "F", "B", "F", "F", "F", "F", "C", "C", "O", "C", "H", "H", "H", "H", "H", "H", "C", "C", "O", "C", "H", "H", "H", "H", "H", "H", "C", "C", "O", "C", "H", "H", "H", "H", "H", "H", "C", "C", "O", "C", "H", "H", "H", "H", "H", "H", "C", "C", "O", "C", "H", "H", "H", "H", "H", "H"],
  "xyz": [[6.298680, -4.368021, -6.068667], [4.406564, -2.228445, -6.777810], [5.736392, -2.110075, -6.346994], [4.424739, -1.647168, -8.019848], [4.028684, -3.549526, -6.891942], [3.564236, -1.518299, -5.977818], [5.334108, -6.949203, -6.046136], [4.286606, -6.068057, -5.952218], [4.920827, -8.242088, -5.839239], [5.883055, -6.663754, -7.236377], [6.173584, -6.575003, -5.029183], [5.599330, -5.856980, -10.307017], [5.683384, -4.528880, -9.673534], [6.217217, -4.334269, -8.556619], [5.241484, -3.342834, -10.499838], [4.586769, -6.043835, -10.664646], [5.967831, -6.646669, -9.652259], [6.247924, -5.700169, -11.168895], [5.403342, -2.491127, -9.839168], [4.212622, -3.402710, -10.854759], [5.942681, -3.183165, -11.318944], [10.083268, -4.209368, -3.707781], [8.729152, -4.569879, -3.232280], [7.723539, -4.450505, -3.937584], [8.649360, -5.088147, -1.787107], [10.239814, -3.188029, -3.360729], [10.037931, -4.117180, -4.792931], [10.938192, -4.842561, -3.470580], [7.650838, -4.880530, -1.402488], [9.366847, -4.554440, -1.163819], [8.863110, -6.154906, -1.720613], [10.663914, -1.899369, -6.699016], [9.206752, -2.119740, -7.139540], [8.379946, -2.628989, -6.364294], [8.847902, -1.881350, -8.556420], [10.935686, -0.859404, -6.879902], [11.362703, -2.556797, -7.216286], [10.781895, -2.043003, -5.624981], [9.176798, -0.869455, -8.793034], [7.760047, -1.827176, -8.598138], [9.249493, -2.667857, -9.195349], [10.673844, -5.563277, -7.708054], [9.328940, -6.082683, -7.380027], [8.496710, -5.436458, -6.787331], [9.061859, -7.490650, -7.844608], [11.401535, -5.924702, -6.981464], [10.641941, -4.477799, -7.614117], [10.876677, -5.766752, -8.759505], [8.226552, -7.987868, -7.351508], [9.882376, -8.200611, -7.740643], [8.835048, -7.443979, -8.909723], [4.449263, -4.091347, -1.679237], [4.116005, -4.079995, -3.142316], [4.976253, -3.802702, -3.980458], [2.713593, -4.561829, -3.533694], [3.958399, -4.931018, -1.187183], [4.301027, -3.110617, -1.227242], [5.517766, -4.306492, -1.669080], [2.870864, -5.636866, -3.621209], [2.438333, -4.171213, -4.513364], [2.015230, -4.347742, -2.724640]],
  "forces_ev_per_a": [[-0.5, 0.4, 0.0], [0.4, 0.3, -0.4], [0.8, -0.6, 1.0], [-0.4, 0.8, -2.0], [-0.1, -0.8, 0.2], [-0.9, 0.5, 1.2], [-1.3, 0.3, 1.1], [-2.2, 0.8, 0.4], [-0.1, -1.2, -0.3], [1.6, -0.8, -2.5], [1.9, 0.1, 1.5], [0.1, -0.3, 0.0], [1.2, 1.3, 3.0], [-1.0, -0.4, -3.0], [0.6, 0.5, 0.8], [0.0, -0.1, 0.0], [-0.1, 0.1, -0.1], [0.0, -0.5, -0.4], [-0.6, 0.1, -0.1], [0.1, 0.0, 0.0], [-0.1, -0.3, -0.4], [0.4, 0.7, -1.4], [-2.2, -0.9, -0.4], [2.2, -0.2, 1.8], [-0.4, 0.7, -0.3], [0.4, 0.1, 0.3], [-0.1, -0.1, -0.1], [-0.3, -0.1, 0.5], [0.0, -0.2, 0.0], [0.1, 0.0, 0.0], [0.0, 0.0, -0.2], [-0.6, 0.5, 0.3], [-1.1, -2.4, 2.3], [2.2, 1.6, -1.3], [-0.7, 1.0, 0.2], [0.2, 0.0, -0.3], [-0.1, 0.1, -0.2], [-0.2, -0.2, -0.1], [0.5, -0.1, -0.6], [0.0, -0.5, -0.2], [0.1, 0.2, -0.2], [0.1, 1.4, -0.3], [-1.2, -0.8, 0.7], [0.7, -0.2, -0.1], [-0.5, -0.9, 0.0], [0.2, -0.3, -0.4], [0.0, 0.0, 0.1], [0.6, -0.4, 0.2], [-0.3, 0.6, 0.0], [0.5, 0.4, 0.0], [-0.1, 0.0, -0.2], [1.0, -0.4, -0.3], [0.5, 0.2, -2.2], [-1.5, -0.2, 1.5], [1.3, 0.4, 0.1], [-0.3, 0.4, 0.3], [-0.3, -0.2, 0.2], [0.1, 0.2, 0.2], [-0.3, -0.2, -0.1], [-0.1, 0.0, 0.2], [-0.2, 0.0, -0.2]],
  "mulliken_spin": [0.411, 0.079, -0.055, 0.004, -0.051, 0.006, 0.193, -0.034, 0.007, -0.027, -0.031, -0.003, 0.100, 0.213, 0.005, 0.002, 0.001, 0.001, 0.003, -0.002, 0.000, -0.013, 0.028, 0.118, 0.011, 0.001, 0.009, -0.001, 0.000, -0.001, -0.001, 0.010, -0.015, -0.016, 0.012, 0.000, 0.000, 0.002, 0.001, -0.002, -0.001, 0.007, 0.052, 0.070, 0.003, 0.001, 0.005, -0.004, 0.005, 0.000, -0.001, 0.005, -0.014, -0.103, 0.005, -0.001, 0.000, 0.004, 0.001, 0.000, 0.000]
}


Entry 2:
{
  "formula": "C15H30B4CuF8N3O",
  "method": "ωB97M-V with the def2-TZVPD basis set",
  "charge": 1,
  "multiplicity": 2,
  "lumo_energy_ev": [-5.97, -5.97],
  "e_tot_ev": -91642.9249,
  "max_force_ev_per_a": 2.14,
  "homo_lumo_gap_ev": [5.14, 5.15],
  "e_homo_ev": [-11.1114, -11.1143],
  "species": ["Cu", "B", "H", "H", "H", "H", "B", "H", "H", "H", "H", "C", "C", "O", "N", "H", "H", "C", "H", "H", "H", "H", "H", "H", "C", "N", "C", "C", "C", "C", "C", "C", "C", "C", "N", "C", "C", "C", "H", "H", "H", "H", "H", "H", "H", "H", "H", "H", "H", "H", "H", "H", "B", "F", "F", "F", "F", "B", "F", "F", "F", "F"],
  "xyz": [[-0.989210, 3.648964, 0.563889], [-1.912248, 1.535949, 0.398254], [-1.300694, 1.740701, 1.367885], [-2.173492, 0.408319, 0.451726], [-2.848445, 2.206965, 0.383796], [-1.296197, 1.776973, -0.548079], [1.160673, 3.157732, 0.416543], [2.268637, 2.876663, 0.390151], [0.705415, 2.705092, 1.378879], [1.086304, 4.305026, 0.531330], [0.557420, 2.714273, -0.462762], [4.536989, 1.744928, -1.089385], [4.135571, 2.852056, -2.038248], [4.464842, 2.817074, -3.176480], [3.260774, 3.955692, -1.528867], [2.563007, 3.557805, -0.826059], [3.873834, 4.608108, -1.036487], [2.477570, 4.648664, -2.611325], [4.025598, 0.832645, -1.378848], [4.285091, 2.034777, -0.066615], [5.621964, 1.665306, -1.062041], [3.165751, 5.027332, -3.364178], [1.889664, 5.431832, -2.146934], [1.901285, 3.881755, -3.119842], [-1.750155, -8.533087, -1.828786], [-1.608669, -7.244646, -1.128985], [-2.315292, -6.909295, -0.026809], [-2.004566, -5.765669, 0.675686], [-1.049388, -4.883722, 0.185441], [-0.334217, -5.243826, -0.935182], [-0.604632, -6.455420, -1.552201], [-0.756323, -3.630173, 0.915060], [-0.740365, -3.593197, 2.304573], [-0.518239, -2.409793, 2.964449], [-0.080490, -1.355376, 2.227769], [-0.133694, -1.354810, 0.897929], [-0.424181, -2.497583, 0.157761], [0.027196, -0.054382, 2.951419], [-2.310245, -9.226512, -1.203931], [-0.816002, -9.049008, -2.031373], [-2.299729, -8.297338, -2.738704], [-3.122216, -7.558040, 0.281532], [-2.516221, -5.539371, 1.599657], [0.508052, -4.658319, -1.274221], [-0.092751, -6.636793, -2.487060], [-0.883578, -4.498984, 2.877991], [-0.563728, -2.255981, 4.031389], [0.146440, -0.430532, 0.406743], [-0.494253, -2.574744, -0.914664], [0.651333, -0.085617, 3.838336], [-0.998959, 0.271200, 3.119414], [0.438084, 0.681910, 2.260268], [-1.306958, 5.166636, -1.820319], [-1.718386, 3.815378, -1.587703], [-0.282658, 5.163007, -2.767572], [-2.444669, 5.840213, -2.231168], [-0.878201, 5.612750, -0.579597], [-2.063457, 4.815799, 2.431147], [-2.870270, 4.568404, 1.296443], [-2.833725, 5.472213, 3.368359], [-1.451866, 3.657694, 2.937552], [-0.963142, 5.542375, 1.953037]],
  "forces_ev_per_a": [[-0.7, -0.3, -0.6], [-0.1, 0.3, -0.2], [0.8, 0.6, 1.3], [-0.3, -1.6, 0.1], [-1.3, 0.5, 0.1], [0.8, -0.2, -1.3], [-0.4, 0.2, 0.5], [1.4, -0.8, 0.2], [-0.2, -0.7, 1.4], [0.0, 1.5, -0.2], [-0.4, -0.3, -1.6], [-0.2, 1.4, 1.2], [0.5, -1.2, -0.3], [-0.3, 0.7, -0.3], [-0.1, -0.2, -0.6], [0.4, 0.2, 0.0], [-0.2, 0.1, 0.2], [0.7, -0.2, -0.4], [0.2, -0.1, 0.0], [-0.3, -0.3, 0.0], [0.0, -0.3, -0.6], [0.1, 0.2, 0.2], [-0.2, -0.2, -0.1], [-0.5, 0.2, 0.3], [-1.2, -0.4, 0.0], [1.3, 0.0, 0.3], [0.2, 0.0, 0.0], [-0.3, -0.1, -0.2], [0.1, -0.1, 1.0], [0.2, -0.7, -0.3], [-0.3, 1.6, -0.1], [0.7, 0.4, -1.0], [-0.4, -0.2, 0.6], [1.1, -0.1, -1.1], [-1.4, 0.3, 1.1], [0.9, 0.3, -1.3], [-0.7, -0.7, 1.8], [0.0, 0.7, -0.9], [-0.3, 0.2, -0.1], [0.3, 0.6, 0.0], [0.1, -0.5, -0.1], [0.1, -0.2, -0.1], [-0.3, -0.1, -0.1], [-0.1, 0.1, -0.2], [0.0, -0.8, 0.1], [-0.3, 0.1, 0.1], [0.0, -0.1, 0.0], [-0.2, 0.1, 0.1], [0.2, 0.7, -0.1], [-0.1, -0.5, 0.1], [0.1, 0.1, 0.3], [0.1, -0.1, 0.1], [-1.7, -0.4, -1.1], [0.4, -0.4, 0.2], [0.1, 0.2, 0.1], [0.5, 0.3, -0.2], [0.8, 0.2, 0.8], [-0.7, 1.5, 1.4], [0.5, -1.0, -0.5], [0.4, -0.2, -0.1], [-0.4, -0.9, 0.1], [0.4, 0.5, -0.2]],
  "mulliken_spin": [0.811, 0.017, 0.035, 0.029, 0.002, 0.016, -0.006, 0.015, 0.012, 0.004, 0.019, 0.001, 0.000, 0.000, 0.003, -0.002, 0.000, 0.000, 0.000, 0.001, 0.000, 0.000, 0.000, 0.000, 0.000, 0.000, 0.000, 0.000, 0.000, 0.000, 0.000, 0.001, 0.000, 0.000, 0.000, -0.004, 0.000, 0.005, 0.000, 0.000, 0.000, 0.000, 0.000, 0.000, 0.000, 0.000, 0.000, 0.002, 0.000, 0.000, 0.000, -0.004, -0.002, 0.002, 0.000, 0.001, 0.014, -0.002, 0.025, 0.001, 0.001, 0.005]
}